Record 1
DFT (wB97M-V/def2-TZVPD) results for an isolated molecule of C2H6N2O at a distorted geometry.

The geometry in ORCA input format:
```
! RIJCOSX wB97M-V def2-TZVPD def2/J DEFGRID3
* xyz 0 1
H -2.52 0.30 -0.56
N -1.54 0.10 -0.41
C -1.15 0.23 0.80
O 0.05 -0.11 1.19
C 0.96 -0.66 0.02
N 1.36 0.31 -0.89
H -1.77 0.58 1.64
H 0.44 -1.47 -0.49
H 1.79 -1.02 0.63
H 0.58 0.62 -1.47
H 1.80 1.11 -0.45
*
```

Results
**Frontier orbital gap**: 0.39454 Eh
**E_tot**: -7198.4952 eV

natural (NBO) atomic charges, in units of e: number 1, H, carries 0.356; number 2, N, carries -0.791; number 3, C, carries 0.426; number 4, O, carries -0.537; number 5, C, carries 0.075; number 6, N, carries -0.824; number 7, H, carries 0.146; number 8, H, carries 0.204; number 9, H, carries 0.186; number 10, H, carries 0.392; number 11, H, carries 0.367

Record 2
DFT (wB97M-V/def2-TZVPD) results for a structure of composition C31H47AlNO2P2S2 at a distorted geometry.

The geometry in ORCA input format:
```
! RIJCOSX wB97M-V def2-TZVPD def2/J DEFGRID3
* xyz 1 1
Al -2.16 -2.27 -2.75
C 0.67 3.21 1.36
C -0.54 3.00 2.08
C 1.21 2.28 3.39
C 1.75 2.76 2.17
C -0.20 2.45 3.35
C 0.81 3.79 0.01
H -0.15 4.16 -0.37
H 1.20 3.04 -0.70
H 1.52 4.63 0.02
C 3.17 2.81 1.77
H 3.35 2.16 0.90
H 3.81 2.47 2.59
H 3.46 3.83 1.50
C 1.96 1.70 4.52
H 1.73 2.22 5.46
H 3.04 1.77 4.35
H 1.73 0.63 4.66
C -1.14 2.13 4.44
H -1.13 2.91 5.21
H -0.86 1.18 4.94
H -2.16 2.04 4.07
C -1.91 3.30 1.61
H -2.26 4.28 1.97
H -2.62 2.55 1.97
H -1.96 3.31 0.51
C -1.53 -1.53 -4.37
C -1.97 -0.12 -4.55
C -3.44 0.20 -4.33
C -4.15 -0.21 -3.02
C -3.93 -1.63 -2.54
C -3.85 -2.83 -3.36
C -3.73 -2.83 -4.88
C -2.31 -2.44 -5.38
H -4.02 -0.23 -5.17
H -5.23 -0.02 -3.16
H -3.57 1.29 -4.44
H -2.40 -1.94 -6.36
H -0.45 -1.65 -4.51
H -1.80 0.10 -5.63
H -1.73 -3.36 -5.55
H -3.92 -3.87 -5.21
H -4.30 -3.72 -2.95
H -4.50 -2.22 -5.38
H -3.86 0.48 -2.21
H -4.33 -1.77 -1.53
P -0.87 1.82 -4.59
P -0.08 -2.32 1.79
C -0.98 -1.99 -1.07
C -0.61 -2.93 0.11
H -1.37 -1.04 -0.67
H -0.02 -1.73 -1.57
H -1.47 -3.58 0.34
H 0.23 -3.57 -0.20
C -0.45 -3.54 3.05
H -0.39 -3.11 4.06
H 0.20 -4.42 2.97
H -1.49 -3.85 2.86
C -0.84 -0.75 2.18
H -1.91 -0.80 1.94
H -0.37 0.05 1.58
H -0.72 -0.53 3.25
C 0.74 1.01 -4.25
H 1.39 1.73 -3.74
H 1.19 0.74 -5.22
H 0.61 0.11 -3.63
C -1.25 2.26 -2.85
H -0.50 1.88 -2.15
H -2.25 1.90 -2.56
H -1.26 3.36 -2.80
O 2.57 -3.87 3.59
S 2.46 -2.44 3.43
O 1.77 -1.63 4.42
N 1.63 -2.10 1.85
C 2.31 -1.14 1.11
S 1.60 -0.23 -0.10
C 3.66 -1.01 1.56
C 4.67 -0.22 1.00
C 5.89 -0.11 1.66
C 6.12 -0.78 2.87
C 5.10 -1.55 3.46
C 3.89 -1.65 2.79
H 4.47 0.27 0.05
H 6.69 0.50 1.22
H 7.08 -0.69 3.37
H 5.24 -2.07 4.40
*
```

Results
**Frontier orbital gap (spin up / spin down)**: 0.19329 / 0.18941 Eh
**E_tot**: -85328.8839 eV

Mulliken atomic charges, in units of e: number 1, Al, carries -0.036; number 2, C, carries 0.588; number 3, C, carries 0.501; number 4, C, carries 0.972; number 5, C, carries 0.579; number 6, C, carries 0.284; number 7, C, carries -1.314; number 8, H, carries 0.417; number 9, H, carries 0.102; number 10, H, carries 0.384; number 11, C, carries -1.287; number 12, H, carries 0.105; number 13, H, carries 0.321; number 14, H, carries 0.385; number 15, C, carries -1.403; number 16, H, carries 0.338; number 17, H, carries 0.356; number 18, H, carries 0.053; number 19, C, carries -1.442; number 20, H, carries 0.376; number 21, H, carries 0.327; number 22, H, carries 0.354; number 23, C, carries -1.789; number 24, H, carries 0.286; number 25, H, carries 0.393; number 26, H, carries 0.329; number 27, C, carries 0.457; number 28, C, carries -1.053; number 29, C, carries -0.998; number 30, C, carries -0.857; number 31, C, carries -0.304; number 32, C, carries -0.299; number 33, C, carries -0.849; number 34, C, carries -1.220; number 35, H, carries 0.428; number 36, H, carries 0.357; number 37, H, carries 0.587; number 38, H, carries 0.328; number 39, H, carries 0.836; number 40, H, carries 0.303; number 41, H, carries 0.390; number 42, H, carries 0.380; number 43, H, carries 0.598; number 44, H, carries 0.323; number 45, H, carries 0.271; number 46, H, carries 0.594; number 47, P, carries 0.066; number 48, P, carries 0.927; number 49, C, carries -0.803; number 50, C, carries -0.880; number 51, H, carries 0.299; number 52, H, carries 0.179; number 53, H, carries 0.449; number 54, H, carries 0.385; number 55, C, carries -1.529; number 56, H, carries 0.455; number 57, H, carries 0.420; number 58, H, carries 0.498; number 59, C, carries -0.724; number 60, H, carries 0.611; number 61, H, carries -0.078; number 62, H, carries 0.260; number 63, C, carries -0.713; number 64, H, carries 0.356; number 65, H, carries 0.368; number 66, H, carries -0.004; number 67, C, carries -0.305; number 68, H, carries -0.191; number 69, H, carries 0.099; number 70, H, carries 0.502; number 71, O, carries -0.605; number 72, S, carries 0.921; number 73, O, carries -0.566; number 74, N, carries -0.023; number 75, C, carries 0.348; number 76, S, carries -0.080; number 77, C, carries 0.273; number 78, C, carries -0.621; number 79, C, carries -0.657; number 80, C, carries -0.581; number 81, C, carries -0.749; number 82, C, carries 0.332; number 83, H, carries 0.553; number 84, H, carries 0.422; number 85, H, carries 0.435; number 86, H, carries 0.503

Record 3
DFT (wB97M-V/def2-TZVPD) results for the ion C4H9N2 with charge +1 at a distorted geometry.

The geometry in ORCA input format:
```
! RIJCOSX wB97M-V def2-TZVPD def2/J DEFGRID3
* xyz 1 1
H 3.20 0.46 0.24
N 2.28 0.05 0.16
C 1.31 0.72 -0.29
C -0.08 0.17 -0.17
C -1.16 1.05 0.31
C -0.33 -1.14 -0.88
N 0.12 -1.40 0.56
H 1.18 1.82 -0.57
H -1.02 1.40 1.45
H -2.10 0.61 0.18
H -0.89 2.01 -0.38
H -1.38 -1.63 -0.98
H 0.25 -1.53 -1.65
H -0.56 -1.60 1.20
H 1.09 -1.49 0.69
*
```

Results
**Frontier orbital gap**: 0.41182 Eh
**E_tot**: -7264.9437 eV

natural (NBO) atomic charges, in units of e: number 1, H, carries 0.400; number 2, N, carries -0.598; number 3, C, carries 0.102; number 4, C, carries 0.148; number 5, C, carries -0.648; number 6, C, carries -0.217; number 7, N, carries -0.563; number 8, H, carries 0.204; number 9, H, carries 0.272; number 10, H, carries 0.248; number 11, H, carries 0.271; number 12, H, carries 0.252; number 13, H, carries 0.251; number 14, H, carries 0.423; number 15, H, carries 0.455

Record 4
DFT (wB97M-V/def2-TZVPD) results for the ion C7H9NO4PS with charge -1 at a distorted geometry.

The geometry in ORCA input format:
```
! RIJCOSX wB97M-V def2-TZVPD def2/J DEFGRID3
* xyz -1 1
O -1.99 -0.06 1.89
S -2.16 0.71 0.68
O -3.29 1.61 0.55
C -0.75 1.97 0.77
C 0.21 1.52 -0.31
C 1.12 0.40 -0.02
C 0.64 -0.82 0.46
C 1.58 -1.87 0.54
C 2.95 -1.62 0.37
C 3.32 -0.40 -0.15
N 2.42 0.56 -0.36
O -2.11 -0.07 -0.66
P -2.91 -1.63 -1.56
O -2.53 -1.59 -2.98
H -0.32 1.98 1.82
H -1.14 2.98 0.40
H -0.42 1.25 -1.11
H 0.63 2.42 -0.62
H -0.43 -0.98 0.64
H 1.08 -2.74 0.98
H 3.82 -2.32 0.51
H 4.40 -0.32 -0.30
H -4.12 -0.97 -1.53
*
```

Results
**Frontier orbital gap**: 0.27253 Eh
**E_tot**: -37209.6672 eV

natural (NBO) atomic charges, in units of e: number 1, O, carries -0.973; number 2, S, carries 2.351; number 3, O, carries -0.995; number 4, C, carries -0.606; number 5, C, carries -0.472; number 6, C, carries 0.214; number 7, C, carries -0.236; number 8, C, carries -0.177; number 9, C, carries -0.277; number 10, C, carries 0.022; number 11, N, carries -0.444; number 12, O, carries -1.037; number 13, P, carries 1.148; number 14, O, carries -1.124; number 15, H, carries 0.233; number 16, H, carries 0.237; number 17, H, carries 0.255; number 18, H, carries 0.216; number 19, H, carries 0.259; number 20, H, carries 0.219; number 21, H, carries 0.205; number 22, H, carries 0.178; number 23, H, carries -0.194

Record 5
DFT (wB97M-V/def2-TZVPD) results for a structure of composition C7H16O2 at a distorted geometry.

The geometry in ORCA input format:
```
! RIJCOSX wB97M-V def2-TZVPD def2/J DEFGRID3
* xyz 0 1
C 2.09 0.15 -0.26
C 2.33 1.36 -1.12
C 1.44 -1.01 -0.87
O 0.95 0.81 0.97
H 1.20 0.42 1.82
H 2.93 -0.08 0.40
H 2.67 2.21 -0.53
H 1.41 1.64 -1.64
H 3.08 1.14 -1.88
H 1.60 -1.08 -1.95
H 1.71 -1.94 -0.38
H 0.31 -0.93 -0.75
C -1.68 0.80 1.49
C -2.42 0.32 -0.86
C -1.90 -0.17 0.47
C -1.28 -1.39 0.48
O -0.61 -1.80 1.64
H -0.50 -2.76 1.61
H -1.49 -2.15 -0.25
H -2.37 1.64 1.51
H -1.54 0.39 2.48
H -3.44 0.69 -0.76
H -2.41 -0.47 -1.62
H -1.81 1.14 -1.24
H -0.27 1.05 1.25
*
```

Results
**Frontier orbital gap**: 0.27772 Eh
**E_tot**: -11609.8379 eV

natural (NBO) atomic charges, in units of e: number 1, C, carries 0.164; number 2, C, carries -0.650; number 3, C, carries -0.706; number 4, O, carries -0.830; number 5, H, carries 0.488; number 6, H, carries 0.194; number 7, H, carries 0.232; number 8, H, carries 0.223; number 9, H, carries 0.222; number 10, H, carries 0.225; number 11, H, carries 0.219; number 12, H, carries 0.274; number 13, C, carries -0.757; number 14, C, carries -0.625; number 15, C, carries -0.038; number 16, C, carries 0.015; number 17, O, carries -0.719; number 18, H, carries 0.475; number 19, H, carries 0.169; number 20, H, carries 0.207; number 21, H, carries 0.217; number 22, H, carries 0.210; number 23, H, carries 0.204; number 24, H, carries 0.208; number 25, H, carries 0.379

Record 6
DFT (wB97M-V/def2-TZVPD) results for a cluster of 2 separate species, C3H8N2 in total at a distorted geometry.

The geometry in ORCA input format:
```
! RIJCOSX wB97M-V def2-TZVPD def2/J DEFGRID3
* xyz 0 3
C -0.78 1.13 -1.24
C -0.14 -0.95 1.01
C 1.07 0.02 0.96
N -1.67 0.86 -2.08
N 1.15 0.58 -0.32
H -0.74 2.07 -0.76
H 1.44 -0.13 -1.03
H -0.24 -1.31 0.06
H -0.02 -1.89 1.68
H -1.03 -0.50 1.20
H 0.84 0.74 1.70
H 2.00 -0.56 1.18
H -1.89 -0.07 -2.37
*
```

Results
**⟨S²⟩**: 2.01
**Frontier orbital gap (spin up / spin down)**: 0.28039 / 0.30994 Eh
**E_tot**: -6214.9024 eV

natural (NBO) atomic charges, in units of e: number 1, C, carries 0.105; number 2, C, carries -0.596; number 3, C, carries -0.293; number 4, N, carries -0.652; number 5, N, carries -0.387; number 6, H, carries 0.150; number 7, H, carries 0.306; number 8, H, carries 0.201; number 9, H, carries 0.211; number 10, H, carries 0.210; number 11, H, carries 0.189; number 12, H, carries 0.198; number 13, H, carries 0.359

Record 7
DFT (wB97M-V/def2-TZVPD) results for a cluster of 5 separate species, CH11O5 in total at a distorted geometry.

The geometry in ORCA input format:
```
! RIJCOSX wB97M-V def2-TZVPD def2/J DEFGRID3
* xyz 0 2
C 1.67 0.26 0.14
O 0.44 0.15 -0.44
H 1.70 0.61 1.19
H 2.06 1.15 -0.50
H 2.35 -0.58 0.12
H -0.18 -0.03 -3.46
H 0.49 -0.20 -2.17
O 0.58 -0.50 -3.10
H -0.65 1.25 -0.11
H -2.03 1.82 -0.67
O -1.45 1.79 0.10
H 0.55 -1.67 1.65
H -0.07 -1.12 0.51
O -0.14 -1.97 1.02
H -1.41 -1.01 1.77
H -1.95 0.42 1.69
O -1.95 -0.36 2.27
*
```

Results
**⟨S²⟩**: 0.75
**Frontier orbital gap (spin up / spin down)**: 0.39466 / 0.23179 Eh
**E_tot**: -11449.7408 eV

natural (NBO) atomic charges, in units of e: number 1, C, carries -0.322; number 2, O, carries -0.355; number 3, H, carries 0.212; number 4, H, carries 0.290; number 5, H, carries 0.213; number 6, H, carries 0.461; number 7, H, carries 0.464; number 8, O, carries -0.935; number 9, H, carries 0.475; number 10, H, carries 0.474; number 11, O, carries -0.981; number 12, H, carries 0.463; number 13, H, carries 0.453; number 14, O, carries -0.877; number 15, H, carries 0.469; number 16, H, carries 0.478; number 17, O, carries -0.980

We obtain energy above the lowest of the compared OMol25 structures with the same formula, charge and spin values of 29.8, 148.2, 73.7, 4.6, 101.8, 30.1, 13.6 kcal/mol for the records listed above, in that order.